Record 1
Computed, not measured: C6H12O in the gas phase, with the ωB97M-V functional and the def2-TZVPD basis.

## Properties
SMILES	C=C(C)CCCO
LUMO level	0.03524	Eh
gap between HOMO and LUMO	10.296	eV
total charge	0

XYZ file:
```
19
Properties=species:S:1:pos:R:3:mulliken_charge:R:1
C -1.1931 -1.2510 1.7332 -1.059
C -0.5194 -0.1436 1.4563 0.935
C -0.8844 1.1684 2.1072 -1.272
C 0.6542 -0.1417 0.5206 -0.950
C 0.4264 0.7625 -0.7192 -0.335
C 0.1432 -0.0163 -1.9995 -0.708
O 1.3105 -0.5298 -2.6509 -0.506
H -0.9139 -2.2600 1.4508 0.277
H -2.0647 -1.2529 2.3886 0.283
H -0.3500 1.2783 3.0432 0.298
H -0.6885 2.0196 1.4542 0.330
H -1.9553 1.1996 2.3201 0.367
H 1.5824 0.1790 0.9735 0.333
H 0.8156 -1.1554 0.1443 0.369
H -0.3981 1.4725 -0.6256 0.334
H 1.2832 1.4323 -0.8602 0.382
H -0.4353 0.6280 -2.6389 0.269
H -0.3630 -0.9291 -1.7305 0.335
H 1.9265 0.2048 -2.7992 0.318
```

=====

Record 2
Computed, not measured: a molecular structure, C2H3N3O2, with the ωB97M-V functional and the def2-TZVPD basis.

## Properties
spin multiplicity	3
LUMO level (alpha / beta)	0.00032 / -0.10941	Eh
gap between HOMO and LUMO (alpha / beta)	6.654 / 7.976	eV
total charge	0

XYZ file:
```
10
Properties=species:S:1:pos:R:3:mulliken_charge:R:1
C -0.9401 0.4631 -1.1702 0.258
C -0.5127 -0.0791 0.0827 0.007
N -1.2652 1.0006 -2.0987 -0.333
N 0.0878 -1.3150 0.1417 -0.368
N 1.0120 0.9894 0.5178 0.643
O 0.6198 2.0910 0.8399 -0.442
O 2.1212 0.5202 0.3606 -0.490
H -1.1829 0.1831 0.9813 0.256
H 0.0039 -2.0402 -0.6068 0.254
H 0.0563 -1.8131 0.9516 0.214
```

=====

Record 3
Computed, not measured: 12 unconnected molecules or ions with the total composition C30H69N3O9S9, with the ωB97M-V functional and the def2-TZVPD basis.

## Properties
LUMO level	0.00731	Eh
gap between HOMO and LUMO	8.486	eV
total charge	0

XYZ file:
```
120
Properties=species:S:1:pos:R:3:mulliken_charge:R:1
C -4.5147 -1.3945 2.1075 -0.404
S -4.8750 -1.5623 3.8509 0.292
O -3.5669 -1.6397 4.5571 -0.477
C -5.5029 0.0940 4.0699 -0.815
H -4.0967 -0.4133 1.8714 0.071
H -5.4325 -1.5588 1.5401 0.532
H -3.7932 -2.1540 1.8036 -0.025
H -5.5200 0.3228 5.1360 0.392
H -6.5017 0.2162 3.6495 0.405
H -4.8755 0.8675 3.6160 0.027
C -1.2583 -3.7330 5.2845 -0.917
S -0.5588 -3.9460 3.6398 0.462
O -1.5639 -4.6815 2.8211 -0.628
C -0.5517 -2.2405 3.1363 0.871
H -0.9107 -2.8047 5.7319 0.296
H -0.9301 -4.5964 5.8637 0.411
H -2.3454 -3.7653 5.2600 0.219
H 0.3239 -1.7314 3.5420 0.419
H -1.5189 -1.7633 3.3032 -0.429
H -0.4013 -2.2346 2.0537 -0.756
C 3.1372 3.3017 0.9076 0.095
S 2.4759 4.6438 1.8893 0.493
O 1.2815 5.1278 1.1508 -0.566
C 3.8318 5.7878 1.7117 -0.899
H 2.3019 2.6292 0.7067 -0.342
H 3.9029 2.7520 1.4555 0.520
H 3.5138 3.6518 -0.0540 -0.198
H 4.6710 5.4263 2.3085 0.371
H 3.5569 6.7462 2.1537 0.412
H 4.1202 5.9819 0.6809 0.098
C -2.2940 -5.8438 -0.7864 -1.171
S -1.3245 -4.6609 -1.7209 0.821
O -0.2198 -5.3771 -2.4104 -0.762
C -0.5812 -3.9116 -0.3056 -0.352
H -2.9230 -6.4548 -1.4285 0.401
H -2.9462 -5.3040 -0.0970 0.239
H -1.5907 -6.4304 -0.1955 0.403
H -0.0164 -3.0323 -0.6285 -0.155
H 0.1115 -4.5627 0.2298 0.615
H -1.3101 -3.5586 0.4272 -0.206
C -0.3234 2.5984 3.2632 -0.337
S -2.0590 2.4740 3.6836 0.246
O -2.7747 1.9348 2.4910 -0.510
C -1.8173 1.1352 4.8483 -0.519
H 0.0925 1.6107 3.0811 -0.003
H 0.2186 3.0792 4.0809 0.554
H -0.2471 3.2958 2.4276 -0.037
H -1.2587 1.5529 5.6918 0.483
H -1.2353 0.3320 4.4034 -0.125
H -2.7719 0.8112 5.2524 0.258
C -0.9069 3.7321 -0.8737 -0.145
S -2.3667 4.7371 -1.0589 0.426
O -2.4285 5.1075 -2.4933 -0.659
C -3.5340 3.4050 -0.7709 -0.528
H -0.0856 4.4101 -1.0942 0.293
H -0.9311 2.8366 -1.4934 0.017
H -0.8266 3.3389 0.1428 0.025
H -4.5165 3.7220 -1.1216 0.477
H -3.5766 3.2027 0.3001 0.208
H -3.2492 2.5337 -1.3646 -0.099
C 2.8833 -1.8989 1.0284 -0.489
S 3.4781 -0.8953 2.3905 0.727
O 2.6402 -1.2672 3.5764 -0.749
C 5.0161 -1.7446 2.6617 -1.132
H 2.5264 -2.8438 1.4357 0.533
H 3.6814 -2.0189 0.2935 0.359
H 2.0653 -1.3584 0.5511 -0.400
H 5.6610 -1.6224 1.7889 0.343
H 4.8495 -2.8173 2.7870 0.356
H 5.4787 -1.3869 3.5777 0.355
C 3.1397 3.5435 -3.0910 -0.361
S 3.4296 5.2221 -3.6468 0.390
O 2.1315 5.8328 -3.9762 -0.597
C 3.8766 5.8713 -2.0410 -0.804
H 4.1279 3.1566 -2.8424 0.254
H 2.7240 2.9614 -3.9124 0.427
H 2.4170 3.5138 -2.2753 -0.177
H 4.1239 6.9267 -2.1730 0.415
H 4.8022 5.4280 -1.6603 0.373
H 3.0846 5.8113 -1.2937 0.071
C 1.6773 -2.3273 -6.0556 -1.074
S 0.9783 -3.2173 -4.6698 0.373
O 1.6036 -2.6716 -3.4333 -0.608
C -0.6959 -2.5147 -4.7306 -0.130
H 2.7115 -2.6450 -6.1701 0.364
H 1.5999 -1.2441 -5.9640 0.306
H 1.1311 -2.6500 -6.9463 0.428
H -0.7677 -1.9859 -3.7832 -0.634
H -1.4130 -3.3318 -4.7263 0.336
H -0.7974 -1.8474 -5.5820 0.555
N -4.4309 -0.4393 -2.5550 0.052
C -3.8611 -1.4289 -3.3093 -0.898
C -4.0126 -2.6208 -2.6432 -0.364
C -4.6729 -2.3199 -1.4128 -0.372
C -4.9354 -0.9849 -1.4021 -0.910
H -4.3732 0.5505 -2.7290 0.250
H -3.4336 -1.2055 -4.2715 0.518
H -3.6800 -3.5610 -3.0453 0.586
H -5.1020 -3.0497 -0.7451 0.553
H -5.4976 -0.3974 -0.6971 0.469
N 4.0002 -1.2588 -2.5004 0.440
C 3.5344 -0.0052 -2.1795 -0.667
C 4.5724 0.6270 -1.5430 0.258
C 5.7177 -0.2193 -1.5749 -1.107
C 5.3019 -1.3978 -2.1473 -0.743
H 3.3997 -1.9554 -2.9246 0.205
H 2.5997 0.3218 -2.5950 0.504
H 4.6202 1.6289 -1.1450 0.415
H 6.6838 0.1097 -1.2320 0.458
H 5.8710 -2.2846 -2.3698 0.414
N -1.6365 -0.6330 -0.9255 2.122
C -0.7371 -0.0826 -1.7962 -1.279
C 0.2246 0.5611 -1.0706 -1.247
C -0.0988 0.3672 0.2994 0.358
C -1.2735 -0.3265 0.3519 -0.683
H -2.4260 -1.1855 -1.2258 -0.648
H -0.8649 -0.1213 -2.8641 0.815
H 1.0524 1.1560 -1.4145 0.761
H 0.4268 0.8144 1.1266 0.036
H -1.8394 -0.6811 1.1942 0.110
```